An isolated molecule of C7H4BrF in a non-equilibrium geometry, computed with ωB97M-V with the def2-TZVPD basis set.

Values from the calculation:
- molar mass (g mol⁻¹) = 187.0
- energy above the lowest of the compared OMol25 structures with the same formula, charge and spin (kJ/mol) = 0.0
- structure (SMILES) = Cc1cc(F)c#cc1Br
- gap between HOMO and LUMO (eV) = 8.297
- E_LUMO (eV) = -0.539
- highest occupied orbital energy (eV) = -8.8

Cartesian coordinates (Å):
C (1.919, -0.826, -1.080)
C (1.493, 0.364, -1.400)
C (0.111, -1.119, 0.387)
C (1.307, -1.665, -0.227)
C (0.483, 1.081, -1.148)
C (-0.415, 0.099, 0.156)
C (-1.445, 0.886, 0.811)
F (1.792, -2.830, 0.199)
Br (-0.061, 2.709, -1.958)
H (-0.116, -1.852, 1.092)
H (-0.911, 1.577, 1.505)
H (-2.029, 0.157, 1.477)
H (-2.127, 1.419, 0.186)

Mulliken atomic charge list, values in e, 5 entries: atom 1 (C): -0.455, atom 2 (C): 0.660, atom 3 (C): -0.512, atom 4 (C): 0.335, atom 5 (C): -0.420